Computed, not measured: a molecular structure, C16H23AsF6IN3O4PdS3Si, with ωB97M-V with the def2-TZVPD basis set.

Last column: Mulliken charge in e.
Positions of all 59 atoms, in Å:
I 0.19725 0.58802 6.48391  0.10
Pd 0.14702 -0.02142 -0.18460  0.41
As -2.20879 -1.06417 -1.09625  1.48
S 2.61553 0.39206 -0.55838  0.66
S 2.39845 -2.12914 -1.29501  0.82
S -1.10603 -2.14666 0.35010  -0.54
Si -0.46333 2.34610 -0.79072  1.04
F 2.28966 -4.75769 -1.00864  -0.21
F 3.84321 -3.77461 0.13177  -0.23
F 4.79825 0.46875 -2.08075  -0.18
F 4.66742 2.01096 -0.57962  -0.21
F 1.77823 -3.64419 0.77861  -0.21
F 5.16100 -0.01855 -0.00082  -0.23
O 2.02725 0.56138 -1.86327  -0.57
O 1.08546 -2.15154 -1.87094  -0.59
O 2.28903 1.32249 0.48485  -0.64
O 3.52192 -2.09466 -2.17119  -0.60
N 2.54077 -1.10744 -0.04736  -0.34
N 1.20311 -0.76691 2.63457  0.40
N 0.15074 -0.02301 2.27902  0.07
C -1.50976 -0.57503 -2.86190  -1.39
C 0.45240 0.07645 4.49156  -0.84
C 0.81794 3.26717 -1.86861  -1.36
C -3.14357 2.44794 -2.15357  -0.07
C 2.58203 -3.68543 -0.29172  0.64
C 1.42824 -0.73296 3.95738  -0.25
C -3.45935 5.11860 -1.52494  -0.72
C -3.38153 0.10079 -0.04443  -1.17
C -4.32074 3.10480 -2.48828  -0.65
C 4.43308 0.72094 -0.83604  0.41
C -0.31979 0.49820 3.39980  -0.50
C -2.29966 4.44652 -1.17131  -0.54
C -3.59167 -2.29983 -1.76759  -1.25
C -4.48554 4.44323 -2.17016  -0.51
C -0.41860 3.04080 0.99912  -1.33
C -2.12215 3.09045 -1.45887  0.54
H -3.14125 -2.99385 -2.47509  0.37
H -5.40094 4.95977 -2.42826  0.37
H -5.11276 2.56774 -2.99708  0.40
H -3.67151 -0.54091 0.78613  0.45
H -4.37884 -1.73066 -2.26304  0.38
H -0.77350 0.22133 -2.80673  0.33
H 1.67546 3.54807 -1.25357  0.33
H -1.18625 1.13789 3.39639  0.49
H -3.55897 6.17196 -1.29382  0.40
H -1.38042 2.90820 1.49814  0.30
H -3.02696 1.41574 -2.45492  0.26
H 0.37275 4.16281 -2.30231  0.51
H 1.75838 -1.21834 1.91814  0.15
H -1.01322 -1.47797 -3.21083  0.41
H 1.19002 2.64306 -2.67893  0.31
H -1.51705 4.98908 -0.65233  0.28
H 0.35470 2.54861 1.58383  0.43
H -2.84220 0.96528 0.33110  0.16
H -0.19097 4.10934 0.97104  0.42
H -2.33983 -0.32185 -3.51817  0.52
H 2.23041 -1.27401 4.42900  0.49
H -4.26240 0.40932 -0.60034  0.41
H -4.01214 -2.85751 -0.93329  0.39

Force components x, y, z for each atom (eV/Å):
0.0 -0.1 -0.3
-1.5 -0.1 1.4
-2.0 -0.9 -0.3
2.3 0.3 -0.5
0.2 -1.0 -0.1
0.3 0.4 -0.4
-0.4 1.4 0.2
-0.1 0.1 -0.2
-0.1 0.0 0.0
0.0 0.0 0.0
0.0 -0.1 0.0
0.0 -0.1 -0.1
0.0 0.0 0.0
0.0 0.1 -0.2
-0.1 -0.1 0.0
-0.2 -0.1 0.3
0.3 -0.1 -0.1
-0.2 0.3 -0.2
0.1 -0.1 0.2
0.3 0.1 -0.5
0.3 0.0 0.4
0.0 0.1 0.3
0.0 -0.5 0.3
0.0 0.1 -0.1
0.1 0.3 0.3
-0.1 0.0 0.1
0.0 0.1 0.0
0.3 0.0 -0.2
-0.1 0.0 -0.1
0.0 0.1 0.1
-0.1 0.0 0.0
0.0 0.0 0.1
0.2 0.2 0.1
0.0 0.0 0.0
0.1 -0.2 -0.4
0.3 -0.6 0.1
0.0 0.0 0.0
0.0 0.0 0.0
0.0 0.0 0.0
0.1 -0.1 0.0
0.0 0.0 0.0
0.0 0.1 -0.1
0.0 0.0 0.0
0.0 0.0 0.0
0.0 0.0 0.0
0.0 0.0 0.0
-0.1 0.0 0.1
-0.1 0.0 0.1
0.0 0.0 -0.1
0.0 -0.1 0.0
0.0 0.0 0.0
0.0 0.0 0.0
0.0 0.0 0.0
0.0 0.0 0.0
0.0 0.0 0.0
-0.1 0.0 0.1
0.0 0.0 -0.1
0.1 0.0 -0.1
0.0 0.0 0.0

Computed properties:
Energy relative to the best compared isomer or geometry (same formula, charge and spin)   33.0 kcal/mol
HOMO-LUMO gap (alpha / beta)   8.10 / 7.02 eV
Highest occupied orbital energy (alpha / beta)   -0.2892 / -0.3327 Eh
2S+1   3



Computed, not measured: a molecular structure, C16H23AuN4O2, with ωB97M-V with the def2-TZVPD basis set.

Last column: Mulliken charge in e.
Positions of all 46 atoms, in Å:
Au -0.28574 -0.63616 -0.41176  1.17
O -0.15718 1.25874 0.17279  -0.71
O -0.50139 -2.49060 -1.08859  -0.87
N -1.14819 -2.62279 4.06272  -0.13
N 0.69092 1.49323 -1.95209  -0.72
N -0.77211 -1.09247 1.63770  -0.43
N 0.52042 0.12848 -2.01315  -0.05
C 1.31797 4.19629 -1.47656  -0.37
C 1.00942 6.11900 -0.07266  -0.42
C 0.38655 1.99106 -0.81095  0.48
C 0.76802 -0.54530 -3.09846  1.83
C 0.09172 4.00712 0.60034  -0.30
C 1.37279 0.18344 -4.25507  -1.23
C 0.11965 -1.84088 3.83765  -0.72
C 0.47911 -1.94308 -3.20819  -1.41
C -2.01808 -1.84026 1.87938  -0.58
C 0.37400 -1.70004 2.34545  -0.59
C -0.22480 -4.23926 -2.66508  -1.32
C 1.52162 5.53778 -1.22874  -0.69
C 0.29302 5.35578 0.83783  -0.69
C -2.32048 -1.98588 3.36432  -0.75
C -0.07778 -2.79191 -2.29767  0.88
C 0.60382 3.41950 -0.55675  0.68
H -1.33797 -2.69785 5.06589  0.36
H 0.93441 -2.36457 4.33396  0.42
H 1.16463 7.17290 0.11410  0.41
H 1.26308 -1.09008 2.19355  0.44
H 1.61814 -0.50729 -5.05538  0.38
H -0.79546 -4.77276 -1.90996  0.33
H -0.02737 -0.87394 4.32021  0.36
H -1.92065 -2.81954 1.40398  0.34
H 0.75050 -2.40176 -4.14724  0.36
H 0.57044 -2.67643 1.89602  0.37
H -0.47557 3.40926 1.30001  0.34
H -2.85308 -1.33421 1.39680  0.45
H -0.11259 5.81629 1.72808  0.41
H -0.72047 -4.31828 -3.63072  0.38
H 0.75678 -4.70246 -2.76833  0.34
H -0.87516 -0.11620 1.92589  0.51
H 2.07635 6.13757 -1.93614  0.41
H 0.66335 0.92804 -4.61798  0.34
H 1.70529 3.74053 -2.37607  0.44
H -2.47212 -1.01962 3.84701  0.37
H -1.02587 -3.58223 3.72380  0.39
H -3.19684 -2.60880 3.53292  0.42
H 2.26691 0.71963 -3.94282  0.36

Force components x, y, z for each atom (eV/Å):
0.5 0.3 0.0
0.1 -0.6 0.0
0.1 0.3 0.2
0.0 -0.1 0.0
0.1 -0.2 -0.1
-0.1 0.2 -0.3
-0.5 0.1 0.3
-0.1 -0.2 0.1
0.0 0.0 0.0
0.0 0.3 -0.2
-0.1 -0.9 -0.5
0.0 -0.1 -0.1
0.0 0.0 0.0
-0.1 0.1 0.0
0.3 0.7 -0.2
-0.2 -0.2 0.1
0.1 -0.2 0.0
-0.1 0.0 0.1
-0.1 0.1 0.1
0.0 0.0 0.0
0.0 0.1 0.0
0.0 -0.1 0.1
0.0 0.2 0.2
0.0 0.0 0.0
0.0 0.0 0.0
0.0 0.0 0.0
0.0 0.0 0.0
0.0 0.0 0.0
0.0 0.0 0.0
0.0 0.0 0.0
0.0 0.0 0.0
0.0 0.1 0.0
0.0 0.0 0.0
0.0 0.0 0.0
0.0 0.0 0.0
0.0 0.0 0.0
-0.1 0.0 0.0
0.0 0.0 0.1
-0.1 -0.1 0.2
0.0 0.0 0.0
0.0 0.0 0.0
0.0 0.0 0.0
0.0 0.0 0.0
0.0 0.0 0.0
0.0 0.0 0.0
0.0 0.0 0.0

Computed properties:
Total charge   +2
HOMO-LUMO gap   6.46 eV
Highest occupied orbital energy   -0.4956 Eh
2S+1   1



Computed, not measured: a molecular structure, C16H23BrF6NNbO16P, with ωB97M-V with the def2-TZVPD basis set.

Last column: Mulliken charge in e.
Positions of all 65 atoms, in Å:
Nb -1.22780 -2.56760 1.81940  -0.20
Br -2.15576 -4.90213 1.40628  -0.43
P -0.36086 -0.18699 2.36445  0.40
F 3.43434 2.21045 0.83113  -0.20
F 2.89486 3.16360 6.27850  -0.25
F 0.04299 -2.76250 0.41725  -0.57
F 2.51861 3.18852 2.89694  -0.31
F -0.51058 0.80426 -3.14334  -0.34
F -0.93382 -5.40167 -7.05653  -0.30
O -2.30348 -2.03628 -3.91241  -0.31
O -4.02203 -1.83362 -2.46169  -0.51
O 0.39382 2.94755 3.62596  -0.18
O 0.11394 0.16478 8.01478  -0.51
O 1.52382 -0.00232 6.26206  -0.33
O 2.25307 0.45324 -1.89715  -0.26
O -2.31495 -0.34851 -2.45627  -0.31
O 0.74334 0.14735 1.35837  -0.44
O 3.97090 -0.96073 -2.22582  -0.56
O -0.18786 -3.27038 -7.14367  -0.31
O -0.37730 5.00698 3.28438  -0.35
O 4.10123 0.68462 -0.68765  -0.33
O -1.75628 -2.35569 -8.43251  -0.33
O 1.53894 1.84164 7.50962  -0.32
O 0.08343 -1.16403 -7.91145  -0.50
O -1.63296 3.53104 4.43503  -0.50
N -3.87266 -0.86188 1.22729  -0.67
C 0.96177 0.61321 7.32296  0.66
C -0.98228 -0.44687 -2.92699  0.49
C 3.47719 -0.04162 -1.65749  0.57
C -1.32352 -4.10610 -7.01764  0.47
C -1.16176 -1.22692 -4.21276  -0.61
C 2.70813 1.89249 6.72694  0.28
C -0.54970 -2.16127 -7.84513  0.71
C -2.14042 -3.71656 -8.23494  -0.45
C 3.35156 1.86333 -0.47880  0.25
C 2.40359 0.91763 5.60880  0.38
C -2.67149 -1.41419 0.56604  -0.42
C 1.95738 1.46088 -0.90756  0.28
C -0.64381 3.79911 3.84645  0.60
C 1.23576 3.51163 2.63293  0.58
C -2.99922 -1.44322 -2.91172  0.59
C 0.96547 4.99425 2.80416  -0.48
H 1.38995 2.26849 -1.36557  0.33
H -2.95900 -2.09338 -0.24373  0.59
H 3.79447 2.66824 -1.07368  0.19
H 3.56314 1.61995 7.35039  0.22
H -0.36359 -0.94792 -2.17903  0.34
H -2.34272 -2.40808 3.23785  0.07
H 1.39111 1.01628 -0.06759  -0.09
H -1.83487 -4.31274 -9.09691  0.28
H 1.04097 5.56624 1.88381  0.30
H -1.40349 0.77470 2.25431  0.00
H -1.39746 -0.56283 -5.04698  0.24
H 3.27569 0.40015 5.21982  0.26
H -3.21390 -3.78806 -8.08883  0.29
H -0.03708 -3.10884 3.08933  0.09
H 1.63169 5.40979 3.56331  0.28
H -4.07032 0.06735 0.87431  0.25
H 1.88096 1.41465 4.79341  -0.36
H -0.31427 -1.85887 -4.46465  0.34
H 0.96220 3.09671 1.66062  0.06
H -2.11588 -0.56840 0.13111  0.13
H -1.80644 -3.91018 -6.05785  0.17
H 0.08808 0.02062 3.68976  -0.16
H -3.70490 -0.74934 2.21859  0.24

Force components x, y, z for each atom (eV/Å):
-0.3 -3.3 -2.2
0.0 0.4 0.4
0.2 -0.4 -0.4
0.0 -0.1 -0.3
-0.1 0.0 0.0
0.2 0.3 0.0
-0.1 0.2 0.4
0.0 0.1 -0.1
0.1 0.0 -0.1
0.0 0.0 -0.1
0.0 0.1 -0.4
-0.1 -0.1 -0.2
0.0 0.0 0.0
0.0 0.0 0.0
-0.2 0.0 0.0
-0.1 -0.4 -0.1
-0.2 0.2 0.5
-0.1 0.1 0.1
-0.1 0.1 0.2
0.0 0.0 0.0
0.1 0.1 -0.2
0.0 0.0 0.0
0.1 -0.1 0.2
0.0 0.0 -0.1
0.0 0.0 0.0
0.0 0.1 -0.1
-0.1 0.0 -0.1
-0.1 0.0 0.0
0.1 -0.2 0.0
0.0 0.0 0.0
0.2 -0.1 -0.2
0.0 0.0 -0.1
0.0 0.0 0.0
-0.1 -0.1 0.0
0.0 -0.1 0.0
0.1 0.0 -0.1
0.1 1.8 1.3
-0.2 0.0 0.2
0.0 0.0 0.1
-0.1 -0.1 0.0
0.1 0.2 0.5
0.1 0.1 0.0
0.1 -0.1 -0.2
0.2 -0.3 0.2
0.0 0.1 0.1
0.1 0.1 -0.1
0.1 0.2 0.0
0.1 0.3 0.2
0.3 0.1 -0.2
0.0 0.0 0.0
-0.1 0.0 0.0
0.0 0.1 0.3
0.1 0.1 0.1
0.0 -0.1 0.1
0.0 0.1 0.0
-0.1 1.2 0.4
0.0 0.0 0.0
-0.1 -0.1 -0.1
0.0 0.1 0.0
0.0 -0.1 0.1
0.1 -0.1 0.0
0.1 -0.3 -0.3
0.0 -0.1 0.0
-0.2 0.2 0.1
-0.1 -0.2 0.0

Computed properties:
Total charge   -1
HOMO-LUMO gap   7.79 eV
Highest occupied orbital energy   -0.2134 Eh
2S+1   1



Computed, not measured: a gas-phase ion, C16H23ClF3N2O2 (charge +1), with ωB97M-V with the def2-TZVPD basis set.

Last column: Mulliken charge in e.
Positions of all 47 atoms, in Å:
Cl 0.22257 4.06155 0.98079  -0.08
F -2.37493 -1.62045 1.28880  -0.24
F -2.43871 -3.83560 0.70723  -0.26
F -0.77454 -2.57136 -0.19565  -0.25
O 4.97455 -1.60088 0.11386  -0.32
O 2.31791 0.73246 -1.16704  -0.38
N 0.14374 1.54050 -0.34613  0.32
N -4.41454 1.28796 -0.65207  -0.57
C 4.39986 -0.50999 -0.63762  -0.50
C -0.49830 0.40587 -0.99890  -0.18
C 2.77454 -0.47553 -0.49299  -0.30
C 4.59853 -2.89214 -0.42565  -0.06
C -2.87910 3.90219 2.43455  -0.15
C -2.04392 0.26317 -1.14940  0.37
C -3.13691 -2.20035 -0.98524  -0.58
C -3.09156 3.79505 0.84124  -1.00
C -2.13967 -2.52465 0.21835  0.79
C 1.65791 1.64158 -0.27094  -0.86
C 5.44992 -3.99405 0.42312  -1.04
C -2.22274 2.59801 0.17457  0.26
C -2.01268 3.06899 3.22832  -0.64
C -0.65099 2.63258 0.21828  0.29
C -2.96189 1.39337 -0.52291  0.30
C -2.61231 -1.01464 -1.93292  -1.14
H 3.48377 -3.14140 -0.22662  0.13
H -1.78683 -1.35796 -2.66081  0.39
H 4.96422 -5.03375 0.39485  0.33
H -1.02196 3.54155 3.59283  0.26
H -4.80747 1.06259 0.28461  0.30
H 5.49759 -3.58625 1.50296  0.28
H -4.22983 -2.04156 -0.64617  0.29
H 1.92713 1.50294 0.83145  0.49
H -3.51610 -0.65323 -2.55246  0.43
H -3.49554 4.72985 2.95891  0.33
H -4.20970 3.55766 0.64226  0.33
H 2.02582 2.69932 -0.56285  0.44
H 4.76326 0.46440 -0.12767  0.25
H 4.84413 -3.00894 -1.53768  0.28
H 6.52828 -3.98817 0.03782  0.27
H 0.12681 -0.44784 -1.43806  0.25
H -2.17822 1.97022 3.48733  0.28
H -4.69878 0.50297 -1.25642  0.31
H 2.46694 -0.56237 0.60318  0.30
H -3.17024 -3.15385 -1.64244  0.34
H 4.68114 -0.53786 -1.75837  0.29
H -2.84984 4.78001 0.29306  0.36
H 2.36867 -1.38198 -1.07135  0.31

Force components x, y, z for each atom (eV/Å):
-1.3 -2.5 -1.5
1.3 -1.9 -2.3
0.9 3.2 -0.9
-3.1 0.6 1.3
-1.1 0.1 -1.6
-1.3 0.5 2.5
-3.2 0.3 -0.4
2.2 -0.5 1.3
-0.8 0.7 0.7
-3.4 1.3 0.4
1.4 -1.6 -0.8
0.3 -2.0 1.0
0.7 -0.6 0.3
2.2 2.7 1.6
0.6 -0.7 -0.8
-1.1 -2.1 0.3
-1.2 -1.4 0.4
1.8 0.6 -0.3
0.0 1.3 0.0
1.2 -1.5 -0.7
-0.4 1.1 -0.8
-2.7 -1.8 -0.9
3.5 -0.7 -0.4
0.0 1.1 0.3
1.6 0.7 -0.5
-1.4 0.4 1.2
0.9 1.6 0.0
-2.5 -0.3 1.2
0.2 0.7 -0.8
-0.2 -0.9 -1.6
2.1 -0.1 -0.1
-0.3 -0.1 -1.5
1.5 -0.7 0.7
2.3 -0.2 -1.3
1.8 0.5 -0.1
-1.2 -1.7 0.3
-0.3 -1.6 -1.1
-0.4 0.5 1.4
-1.6 -0.3 0.5
-0.6 1.8 0.9
1.0 1.1 -1.9
0.5 0.6 0.3
0.4 0.3 -1.5
0.1 1.5 1.2
-0.4 0.1 1.8
-0.2 -1.4 1.3
0.3 1.4 0.9

Computed properties:
Total charge   +1
HOMO-LUMO gap   6.35 eV
Highest occupied orbital energy   -0.3924 Eh
2S+1   1



Computed, not measured: a molecular structure, C16H23F5N6NiO3S2Te, with ωB97M-V with the def2-TZVPD basis set.

Last column: Mulliken charge in e.
Positions of all 57 atoms, in Å:
Te -2.00807 0.41125 -2.89512  1.56
Ni -1.34052 0.77993 0.06203  1.07
S 1.93699 0.97524 0.48819  1.25
S -1.14772 2.07920 2.20576  -0.07
F -1.47377 1.97309 -1.65045  -0.66
F -1.16106 -0.85121 -4.04849  -0.41
F -1.95390 1.63695 -4.28976  -0.36
F -3.43998 -0.53429 -3.67529  -0.36
F -3.60414 1.38546 -2.38610  -0.55
O -1.85313 -0.57685 -1.37387  -0.81
O 1.28696 1.00045 1.78125  -0.68
O 2.74824 2.11566 0.17666  -0.78
N 0.25702 0.76622 -2.91991  0.20
N -1.68631 -0.80124 1.47490  0.01
N 0.72285 0.71408 -0.58732  -0.15
N -3.40863 1.11879 0.35709  0.11
N 5.31047 -3.90436 0.74583  -0.57
N 2.45205 0.52701 -2.11989  -0.35
C 3.16690 -2.86213 0.33026  -0.85
C 0.76086 0.89615 -4.15855  0.19
C 2.38124 -1.72678 0.26136  -0.27
C -0.92030 0.65904 3.33122  -0.92
C -2.92929 2.40719 2.44083  -0.52
C -3.99043 -0.15318 0.79090  -0.87
C 4.52991 -2.76269 0.62395  0.95
C 2.10220 0.90129 -4.42753  -1.05
C -0.83315 -0.71725 2.66287  -0.58
C 2.94113 -0.47816 0.48355  0.00
C 4.29229 -0.36406 0.76476  -0.63
C 5.08072 -1.49738 0.83964  -0.79
C 2.92355 0.64646 -3.33598  -0.17
C -3.11827 -0.84545 1.82965  -0.78
C 1.13225 0.67569 -1.88327  0.15
C -3.71227 2.31637 1.13771  -0.95
H -1.44212 -1.61442 0.92060  0.33
H -4.78386 2.38776 1.35975  0.36
H -3.69574 1.29133 -0.60424  0.31
H 0.00321 0.84053 3.87338  0.61
H 2.47501 1.02273 -5.43201  0.40
H -3.45786 -1.87550 1.96661  0.40
H -3.32093 1.71820 3.18717  0.29
H 0.03743 0.97819 -4.95175  0.44
H -3.23015 -0.35759 2.79646  0.31
H 1.33129 -1.80948 0.00248  0.42
H -1.73564 0.70929 4.05254  0.55
H 6.30186 -3.77163 0.63347  0.22
H 2.72702 -3.83569 0.14827  0.30
H -4.06537 -0.78006 -0.09664  0.38
H -3.03922 3.41068 2.85142  0.49
H -1.11115 -1.47636 3.40472  0.39
H -4.99928 -0.01947 1.19743  0.45
H 4.72469 0.61688 0.91314  0.49
H -3.45421 3.16663 0.50422  0.44
H 3.99458 0.51279 -3.45245  0.42
H 4.96950 -4.72184 0.26778  0.23
H 6.13670 -1.40479 1.06518  0.30
H 0.18957 -0.89872 2.35561  0.11

Force components x, y, z for each atom (eV/Å):
-0.1 -0.1 0.5
0.2 -0.1 0.2
0.0 -0.1 0.1
-0.1 0.0 0.0
-0.1 0.1 -0.1
0.0 0.0 0.0
0.0 -0.1 0.1
0.0 0.0 0.0
0.0 0.0 -0.1
0.0 0.2 -0.3
0.0 -0.1 0.0
0.0 0.0 -0.1
0.1 0.0 0.0
0.0 0.1 -0.1
-0.1 0.0 -0.1
0.0 0.0 -0.1
0.0 0.0 0.0
0.0 0.1 0.0
0.0 0.0 0.0
0.0 0.0 0.0
-0.1 0.0 0.0
0.0 0.0 0.1
0.0 0.0 0.0
0.0 0.0 0.0
0.0 0.1 0.0
0.0 0.0 0.0
0.0 0.0 0.0
0.0 0.0 0.0
0.0 0.1 0.0
0.0 0.0 0.0
-0.1 0.0 0.0
0.0 0.0 0.0
0.1 0.0 0.0
0.0 0.0 0.0
0.0 0.0 0.0
0.0 0.0 0.0
0.0 0.0 0.0
0.0 0.0 0.0
0.0 0.0 0.0
0.0 0.0 0.0
0.0 0.0 0.0
0.0 0.0 0.0
0.0 0.0 0.0
0.0 0.0 0.0
0.0 0.0 0.0
0.0 0.0 0.0
0.0 0.0 0.0
0.0 0.0 0.0
0.0 0.0 0.0
0.0 0.0 0.0
0.0 0.0 0.0
0.0 0.0 0.0
0.0 0.0 0.0
0.0 0.0 0.0
0.0 0.0 0.0
0.0 0.0 0.0
0.1 0.0 0.0

Computed properties:
HOMO-LUMO gap (alpha / beta)   7.87 / 7.87 eV
Highest occupied orbital energy (alpha / beta)   -0.3034 / -0.3033 Eh
2S+1   3



Short version: max |F| = 2.4; 1.0; 3.9; 3.8; 0.5 eV/A, in the order given.